ORCA calculation (the ωB97M-V functional and the def2-TZVPD basis) on C28H26Cl6CoN4O4 as an isolated structure at a distorted geometry.

Geometry as ORCA input:
```
! wB97M-V def2-TZVPD RIJCOSX def2/J DEFGRID3
* xyz -1 5
Co 0.18501 -0.43126 -0.13371
Cl -3.70727 0.78407 -3.00555
Cl -4.32983 3.04087 -1.32911
Cl -4.58203 0.37000 -0.30635
Cl 2.95627 -4.25155 1.03892
Cl 3.82435 -4.87516 -1.63266
Cl 1.05226 -5.15609 -0.91568
O 1.20207 -2.22521 -0.55369
O -1.57807 0.33158 -1.00040
O 3.09100 -2.13254 -1.75963
O -1.70192 2.49765 -0.42892
N -0.14753 0.64171 1.49285
N 2.36163 0.48865 0.58078
N -1.21492 -1.74866 0.96267
N -2.29290 3.06457 -7.98832
C -2.11147 1.44565 -0.86188
C -0.17457 0.49010 -3.77590
C -1.88863 1.11468 3.17794
C 0.59147 1.77964 1.64783
C -1.09453 -0.15723 -4.65442
C 0.46691 -0.20175 -2.76844
C 3.25435 0.81648 -0.53217
C 2.83778 2.69903 1.60232
C -3.87339 -0.24138 3.10828
C -1.32079 1.84096 -5.97139
C -1.96473 -2.58516 0.03856
C -0.45289 2.51743 -5.09186
C 2.37456 3.88713 2.14721
C -1.98385 -0.82320 1.74302
C -1.31012 0.36766 2.13555
C -0.45109 -2.58785 1.88762
C -3.15425 0.81862 3.63943
C 0.12758 3.03864 2.06029
C 1.95878 1.67732 1.29719
C 0.09770 1.86760 -4.02563
C 2.24637 -2.65070 -1.06540
C -3.26336 -1.08643 2.18856
C -1.64032 0.49361 -5.72303
C 3.02113 -0.44898 1.48581
C -3.63599 1.42545 -1.36122
C 1.01119 4.06941 2.30602
C -1.85877 2.51046 -7.07631
C 2.51169 -4.19464 -0.68078
H 4.25248 1.11329 -0.18488
H -2.32904 -0.00770 -6.38857
H -2.57140 -3.33576 0.56030
H -3.80279 -1.95219 1.83044
H 3.89379 2.58777 1.39952
H 3.06879 4.67927 2.38290
H -1.33755 -1.19034 -4.46524
H 3.91529 0.00270 1.94036
H 2.82407 1.63663 -1.10967
H -2.60210 -1.95854 -0.57922
H -1.24978 -3.10072 -0.60006
H 1.28836 0.25695 -2.23936
H -1.12751 -3.23688 2.46010
H 0.75699 2.39158 -3.34854
H 0.10621 -1.96128 2.58162
H 3.31760 -1.33835 0.93478
H 2.33223 -0.73775 2.27815
H -3.59072 1.43488 4.41490
H -4.88325 -0.43802 3.43157
H 3.36443 -0.05900 -1.17056
H 0.63053 5.03410 2.61930
H -1.33971 1.92601 3.62625
H -0.21930 3.55518 -5.28633
H 0.28948 -1.25894 -2.65638
H -0.93313 3.22397 2.10088
H 0.24480 -3.20188 1.32537
*
```

Summary:
LUMO (spin up / spin down) ... 2.3721 / 0.7857 eV
ΔE to the lowest compared entry with this formula, charge and spin ... 88.8 kJ/mol
Frontier orbital gap (spin up / spin down) ... 0.24506 / 0.18661 hartree
Total energy ... -156372.8559 eV